Record 1
Molecular formula: C20H17ClCoI2N2O
Method: DFT, ωB97M-V/def2-TZVPD

Output
HOMO energy (spin up / spin down) ... -7.53 / -7.51 eV
Energy relative to the best compared isomer or geometry (same formula, charge and spin) ... 8.5 kJ/mol
Spin multiplicity ... 2
HOMO-LUMO gap (spin up / spin down) ... 7.188 / 7.315 eV

Element x y z (Å)
Co1 1.0572 0.4240 -1.0099
I1 3.7605 -5.5545 2.7360
C1 3.2751 -3.9835 1.4630
C2 3.6832 -4.0107 0.1376
C3 3.3407 -2.9645 -0.6970
I2 3.9541 -3.0309 -2.6788
C4 2.5926 -1.8492 -0.2612
O1 2.3493 -0.8976 -1.1313
C5 2.1931 -1.8431 1.0963
C6 1.4802 -0.7095 1.8039
N1 0.5650 0.1033 0.9885
C7 0.1777 1.3686 1.6124
C8 -0.2628 2.3737 0.5796
C9 -1.0451 3.4673 0.9226
C10 -1.3464 4.4061 -0.0470
C11 -0.8603 4.2304 -1.3360
C12 -0.1143 3.1012 -1.6071
N2 0.1729 2.1902 -0.6716
C13 2.5348 -2.9104 1.9223
H1 4.2574 -4.8420 -0.2461
H2 2.2061 -0.0270 2.2590
H3 0.9210 -1.1596 2.6327
H4 -0.2904 -0.4325 0.8413
H5 1.0462 1.7787 2.1376
H6 -0.6141 1.2462 2.3598
H7 -1.4108 3.5699 1.9346
H8 -1.9563 5.2649 0.1967
H9 -1.0680 4.9410 -2.1223
H10 0.2615 2.8903 -2.5991
H11 2.2105 -2.8939 2.9556
Cl1 -5.1670 -0.4043 1.2179
C14 -3.8020 -0.3522 0.1368
C15 -2.9155 -1.4173 0.0956
C16 -1.8223 -1.3544 -0.7524
C17 -1.5730 -0.2355 -1.5648
C18 -0.3099 -0.1378 -2.3214
C19 -2.5237 0.7930 -1.5298
C20 -3.6220 0.7464 -0.6873
H12 -3.0851 -2.2875 0.7148
H13 -1.1343 -2.1924 -0.7876
H14 -0.3998 0.5102 -3.1983
H15 0.0231 -1.1257 -2.6483
H16 -2.4008 1.6544 -2.1750
H17 -4.3387 1.5562 -0.6725

Forces on atoms 1 to 3 (eV/Å):
Co 0.1 0.7 0.2
I 0.0 -0.1 0.1
C -0.1 0.2 -0.1

---

Record 2
Molecular formula: C20H17ClFO2PPd
Method: DFT, ωB97M-V/def2-TZVPD

Output
HOMO energy ... -9.28 eV
Energy relative to the best compared isomer or geometry (same formula, charge and spin) ... 57.1 kJ/mol
HOMO-LUMO gap ... 8.705 eV

Element x y z (Å)
Pd1 -0.0527 1.4480 -2.3240
Cl1 2.3029 0.8855 -2.7430
C1 2.8746 0.8681 -1.0857
C2 4.1972 1.1706 -0.8366
C3 4.6315 1.2003 0.4812
C4 3.7446 0.9382 1.5131
C5 2.4187 0.6352 1.2342
C6 1.9599 0.5772 -0.0795
P1 0.2067 0.1911 -0.5104
C7 0.1834 -1.6093 -0.6987
C8 1.1581 -2.4310 -0.1382
C9 1.1015 -3.8035 -0.3295
C10 0.0731 -4.3582 -1.0767
C11 -0.9004 -3.5424 -1.6369
C12 -0.8465 -2.1696 -1.4543
C13 -0.6049 0.5941 1.0549
C14 -1.0378 -0.3878 1.9338
C15 -1.6273 -0.0224 3.1369
C16 -1.7844 1.3165 3.4584
C17 -1.3551 2.2991 2.5745
C18 -0.7686 1.9397 1.3736
H1 4.8671 1.3984 -1.6542
H2 5.6627 1.4463 0.6966
H3 4.0808 0.9781 2.5405
H4 1.7294 0.4395 2.0452
H5 1.9642 -2.0020 0.4442
H6 1.8627 -4.4392 0.1039
H7 0.0321 -5.4295 -1.2268
H8 -1.7012 -3.9755 -2.2217
H9 -1.6019 -1.5255 -1.8819
H10 -0.9299 -1.4343 1.6792
H11 -1.9700 -0.7893 3.8195
H12 -2.2484 1.5974 4.3950
H13 -1.4862 3.3454 2.8182
H14 -0.4481 2.7039 0.6733
C19 -4.2877 1.5062 -1.8614
C20 -2.8703 1.0379 -1.6166
O1 -2.6082 0.2343 -0.7265
O2 -2.0217 1.5124 -2.4687
H15 -4.7991 1.6189 -0.9077
H16 -4.8072 0.7365 -2.4334
H17 -4.2990 2.4351 -2.4237
F1 0.0055 2.8659 -3.6401

Forces on atoms 1 to 3 (eV/Å):
Pd 0.0 0.0 -0.1
Cl -0.1 0.3 0.0
C -0.1 -0.1 0.2

---

Record 3
Molecular formula: C20H17ClN2O2
Method: DFT, ωB97M-V/def2-TZVPD

Output
HOMO energy ... -8.54 eV
Energy relative to the best compared isomer or geometry (same formula, charge and spin) ... 4.6 kJ/mol
HOMO-LUMO gap ... 9.235 eV
SMILES string ... O=C(COc1ccc(Cl)cc1)N(Cc1ccccc1)c1ccccn1

Element x y z (Å)
O1 -1.8953 -1.9001 -1.9987
C1 -0.9902 -1.9755 -1.1944
C2 -1.1068 -2.8442 0.0617
O2 -0.5732 -2.2292 1.2148
C3 -1.0322 -0.9906 1.5534
C4 -0.2541 -0.2824 2.4705
C5 -0.6054 0.9955 2.8513
C6 -1.7505 1.5728 2.3241
Cl1 -2.1775 3.1877 2.7663
C7 -2.5514 0.8685 1.4440
C8 -2.1923 -0.4092 1.0531
N1 0.1558 -1.2570 -1.2996
C9 0.2756 -0.2735 -2.3765
C10 -0.0658 1.1208 -1.9173
C11 0.9200 2.0883 -1.7678
C12 0.5978 3.3536 -1.3082
C13 -0.7149 3.6662 -1.0002
C14 -1.7054 2.7138 -1.1679
C15 -1.3836 1.4479 -1.6231
C16 1.2953 -1.5048 -0.5086
C17 1.9451 -0.4655 0.1540
C18 3.0812 -0.7712 0.8819
C19 3.5251 -2.0844 0.9260
C20 2.8024 -3.0391 0.2289
N2 1.7236 -2.7586 -0.4776
H1 -0.5211 -3.7564 -0.0767
H2 -2.1621 -3.1124 0.1938
H3 0.6303 -0.7552 2.8671
H4 0.0067 1.5452 3.5488
H5 -3.4538 1.3147 1.0581
H6 -2.8248 -0.9362 0.3577
H7 -0.4258 -0.5890 -3.1549
H8 1.2952 -0.3146 -2.7670
H9 1.9456 1.8520 -2.0175
H10 1.3735 4.0964 -1.1922
H11 -0.9662 4.6515 -0.6376
H12 -2.7326 2.9627 -0.9486
H13 -2.1539 0.7053 -1.7628
H14 1.5550 0.5382 0.1146
H15 3.6074 0.0067 1.4158
H16 4.4039 -2.3591 1.4873
H17 3.0995 -4.0794 0.2242

Forces on atoms 1 to 3 (eV/Å):
O -0.2 -0.1 -0.1
C 0.0 -0.2 0.4
C -0.3 -0.3 -0.1

---

Record 4
Molecular formula: C20H17F3N
Method: DFT, ωB97M-V/def2-TZVPD

Output
HOMO energy ... -12.57 eV
Net charge ... +1
Energy relative to the best compared isomer or geometry (same formula, charge and spin) ... 67.8 kJ/mol
HOMO-LUMO gap ... 9.475 eV
SMILES string ... Cc1ccc([NH2+][C@@H](c2cccc(F)c2)c2cc(F)cc(F)c2)cc1

Element x y z (Å)
C1 4.9975 -1.3423 2.5251
C2 3.7887 -0.7752 1.7823
C3 2.7491 -0.1296 2.4808
C4 1.6836 0.5469 1.8246
C5 1.6097 0.4680 0.4420
N1 0.3807 1.0937 -0.1735
C6 -1.1716 0.8112 0.0630
C7 -1.9170 1.5405 -1.0806
C8 -1.4430 2.7923 -1.4865
C9 -1.8719 3.4500 -2.6563
C10 -2.8820 2.8926 -3.4630
C11 -3.4119 1.6810 -3.0324
F1 -4.4091 1.1025 -3.7976
C12 -2.9721 1.0311 -1.8640
C13 -1.4743 -0.6654 0.2441
C14 -1.8137 -1.5365 -0.8047
C15 -2.1351 -2.8771 -0.5550
F2 -2.5829 -3.6948 -1.5679
C16 -2.0108 -3.4472 0.7164
C17 -1.4969 -2.5887 1.7026
F3 -0.9616 -3.1450 2.8580
C18 -1.3147 -1.2244 1.5149
C19 2.6358 -0.1176 -0.3290
C20 3.7072 -0.7562 0.3781
H1 5.8071 -1.6177 1.8382
H2 5.4550 -0.6651 3.2615
H3 4.6550 -2.2099 3.0942
H4 2.7776 -0.0988 3.5722
H5 0.9539 1.1492 2.4046
H6 0.5301 1.0397 -1.1816
H7 0.5122 2.1079 0.1467
H8 -1.4296 1.3686 1.0120
H9 -0.7811 3.3189 -0.8096
H10 -1.4231 4.4018 -2.9681
H11 -3.2752 3.4206 -4.3532
H12 -3.4728 0.1261 -1.5801
H13 -1.8858 -1.1649 -1.8243
H14 -2.2670 -4.4846 0.9479
H15 -1.0448 -0.5473 2.3275
H16 2.6650 -0.0457 -1.4333
H17 4.5397 -1.2087 -0.1758

Forces on atoms 1 to 3 (eV/Å):
C -0.3 -0.1 -0.2
C -0.3 0.9 -0.2
C -0.5 0.7 -0.2

---

Record 5
Molecular formula: C20H17F3N2O4
Method: DFT, ωB97M-V/def2-TZVPD

Output
HOMO energy ... -8.78 eV
Energy relative to the best compared isomer or geometry (same formula, charge and spin) ... 0.0 kJ/mol
HOMO-LUMO gap ... 9.174 eV
SMILES string ... CN(CC(=O)Nc1ccccc1C(F)(F)F)C(=O)C[C@@H]1OC(=O)c2ccccc21

Element x y z (Å)
C1 -3.3099 -2.0439 0.3266
N1 -2.2377 -1.5260 1.1488
C2 -1.2237 -2.4871 1.5544
C3 -0.1218 -2.5531 0.4884
O1 -0.0200 -3.4755 -0.2840
N2 0.6775 -1.4530 0.5280
C4 1.7140 -1.1583 -0.3568
C5 1.6968 -1.6161 -1.6727
C6 2.7176 -1.2842 -2.5416
C7 3.7740 -0.4913 -2.1215
C8 3.8119 -0.0380 -0.8164
C9 2.7939 -0.3707 0.0680
C10 2.8676 0.1046 1.4895
F1 2.7217 -0.8951 2.3813
F2 1.9164 1.0109 1.7951
F3 4.0357 0.6943 1.7837
C11 -2.0485 -0.2410 1.4972
O2 -1.0365 0.1160 2.0877
C12 -3.1155 0.7755 1.1289
C13 -2.7153 1.4829 -0.1781
O3 -2.6412 0.5387 -1.2449
C14 -1.3887 0.4737 -1.7767
O4 -1.0978 -0.3060 -2.6386
C15 -0.5626 1.4866 -1.0996
C16 0.7557 1.8561 -1.3095
C17 1.2739 2.8569 -0.5064
C18 0.4960 3.4584 0.4751
C19 -0.8263 3.0910 0.6772
C20 -1.3477 2.1006 -0.1280
H1 -3.6438 -1.3050 -0.3967
H2 -4.1527 -2.3667 0.9451
H3 -2.9324 -2.9003 -0.2302
H4 -1.6836 -3.4703 1.6580
H5 -0.8010 -2.1694 2.5113
H6 0.4744 -0.7828 1.2698
H7 0.8711 -2.2192 -2.0087
H8 2.6805 -1.6407 -3.5592
H9 4.5676 -0.2290 -2.8035
H10 4.6347 0.5702 -0.4736
H11 -3.1365 1.5245 1.9213
H12 -4.1008 0.3264 1.0260
H13 -3.4866 2.2200 -0.4391
H14 1.3422 1.3743 -2.0757
H15 2.2983 3.1706 -0.6378
H16 0.9305 4.2264 1.0961
H17 -1.4214 3.5644 1.4421

Forces on atoms 1 to 3 (eV/Å):
C -0.4 0.0 -0.1
N 0.2 -0.2 0.1
C 0.2 -0.1 0.1

---

Number 1: total energy -3395.42183 Eh. Number 2: total energy -1952.12717 Eh. Number 3: total energy -1492.53700 Eh. Number 4: total energy -1126.39510 Eh. Number 5: total energy -1482.50718 Eh.